(1)
This record from OMol25 describes a structure of composition C21H27FeN4O3SSeSi in a non-equilibrium geometry. The level of theory is ωB97M-V/def2-TZVPD.

Output
- frontier orbital gap (alpha / beta) (eV) = 7.66 / 6.10
- HOMO level (alpha / beta) (Eh) = -0.2682 / -0.2695
- E_tot (Ha) = -5614.073130
- multiplicity = 6
- relative energy (zero: lowest compared OMol25 entry of this formula, charge and spin) (kJ/mol) = 34.8

Each line ends with the Löwdin spin population.
Positions of all 59 atoms, in Å:
Fe -0.610 0.166 0.009  4.010
O 3.277 -1.467 3.542  0.002
C 3.268 -0.149 3.792  0.000
C 3.910 0.334 4.934  0.000
C 3.982 1.688 5.191  0.000
C 3.424 2.599 4.305  0.000
C 2.737 2.133 3.203  0.000
C 2.620 0.769 2.949  0.002
C 1.773 0.326 1.823  0.004
O 0.825 1.068 1.425  0.073
N 2.061 -0.849 1.288  0.019
N 1.329 -1.150 0.196  0.087
C 1.657 -2.155 -0.540  0.003
C 1.086 -2.411 -1.824  0.016
C 1.496 -3.539 -2.547  -0.004
C 1.040 -3.791 -3.819  0.015
C 0.148 -2.899 -4.417  -0.002
C -0.275 -1.781 -3.747  0.017
C 0.167 -1.491 -2.433  0.008
O -0.236 -0.428 -1.840  0.162
H 2.853 -1.609 2.660  0.001
H 4.355 -0.382 5.606  0.000
H 4.484 2.042 6.079  0.000
H 3.514 3.662 4.478  0.000
H 2.303 2.822 2.491  0.000
H 2.461 -2.818 -0.203  0.003
H 2.210 -4.209 -2.086  0.000
H 1.369 -4.663 -4.362  0.001
H -0.211 -3.090 -5.418  0.000
H -0.959 -1.083 -4.202  0.001
C -5.183 -1.550 2.292  0.013
Si -3.687 -2.673 1.836  0.074
C -2.916 -3.450 3.410  0.013
C -4.241 -3.972 0.538  0.009
Se -2.014 -1.273 0.912  0.370
H -6.091 -2.137 2.394  0.002
H -5.354 -0.803 1.521  0.001
H -5.027 -1.029 3.234  0.000
H -3.651 -4.028 3.960  0.002
H -2.529 -2.682 4.072  0.001
H -2.090 -4.108 3.161  0.000
H -5.040 -4.584 0.945  0.001
H -3.430 -4.632 0.246  0.000
H -4.615 -3.494 -0.364  0.000
C -3.435 1.573 2.392  0.004
N -2.247 2.367 2.456  0.006
C -1.633 2.714 3.722  0.001
C -0.495 3.662 3.316  0.001
N -0.526 3.590 1.869  0.005
C -1.497 2.776 1.427  0.012
S -1.791 2.443 -0.194  0.061
H -4.240 2.066 2.941  0.001
H -3.264 0.579 2.814  0.004
H -3.725 1.458 1.347  0.001
H -1.253 1.809 4.209  0.000
H -2.362 3.187 4.382  0.000
H 0.467 3.331 3.711  0.000
H -0.681 4.694 3.638  0.000
H 0.260 3.841 1.297  0.000

Atoms 1-6, force components in eV/Å:
Fe 2.82 0.06 -1.16
O 0.05 0.00 0.34
C -0.06 0.11 -0.18
C 0.03 -0.14 0.01
C -0.02 -0.10 -0.04
C -0.08 0.24 -0.03

---

(2)
This record from OMol25 describes the molecule C21H27N3O2 in a non-equilibrium geometry. The level of theory is ωB97M-V/def2-TZVPD.

Output
- frontier orbital gap (eV) = 8.38
- HOMO level (Eh) = -0.2901
- SMILES = CCOc1ccccc1N1CCN(C(=O)NCc2ccc(C)cc2)CC1
- E_tot (Ha) = -1130.411584
- relative energy (zero: lowest compared OMol25 entry of this formula, charge and spin) (kJ/mol) = 2170.3

Each line ends with the Löwdin charge.
Positions of all 53 atoms, in Å:
C 2.328 4.515 1.398  0.007
C 2.254 3.911 -0.058  -0.414
H 1.284 3.694 -0.504  0.108
H 2.812 4.703 -0.765  0.163
O 2.847 2.881 -0.161  -0.059
C 3.074 2.226 -1.271  -0.236
C 4.339 2.210 -1.842  0.137
C 4.337 1.432 -3.350  0.000
C 3.239 0.899 -3.905  -0.053
C 1.977 0.927 -3.101  -0.015
C 2.081 1.434 -1.953  -0.221
N 0.766 1.617 -1.349  -0.033
C -0.713 1.436 -1.927  -0.164
H -0.421 1.711 -2.886  0.085
C -1.780 1.942 -1.240  -0.128
N -1.665 1.466 0.307  -0.010
C -2.772 0.506 0.606  -0.541
O -3.564 0.249 -0.203  0.076
N -2.606 -0.350 1.648  -0.006
H -1.594 -0.197 2.272  0.252
C -3.474 -1.274 1.938  -0.210
C -2.560 -2.618 1.870  -0.220
C -2.329 -3.110 0.530  -0.006
C -1.615 -4.219 0.418  -0.222
C -1.457 -5.179 1.104  -0.339
C -1.816 -4.735 2.673  0.156
C -2.550 -3.337 2.949  0.000
H -2.623 -3.303 3.814  -0.033
H -1.441 -5.208 3.580  0.071
C -0.755 -6.365 1.215  -0.094
H -1.423 -7.181 0.654  0.132
H -0.013 -6.212 0.284  0.135
H -0.309 -6.817 2.060  0.065
H -1.596 -4.424 -0.676  0.148
H -2.716 -2.329 -0.290  0.167
H -3.654 -1.379 3.045  0.119
H -4.420 -1.241 1.233  0.180
C -0.372 1.658 1.137  -0.028
H -0.502 1.285 1.933  -0.038
C 0.861 1.060 0.151  -0.048
H 1.585 1.302 0.862  0.075
H 0.799 0.018 0.256  0.085
H -0.357 2.860 0.961  0.160
H -2.694 1.805 -1.566  0.063
H -1.540 3.044 -1.201  0.145
H -0.835 0.175 -1.951  0.188
H 1.077 0.474 -3.469  0.111
H 3.145 0.404 -4.625  -0.021
H 5.309 1.306 -3.857  0.087
H 5.284 2.562 -1.569  0.071
H 1.782 3.801 1.908  0.035
H 3.311 4.631 1.630  0.051
H 1.677 5.332 1.287  0.066

Atoms 1-6, force components in eV/Å:
C -2.63 -1.47 -4.21
C -4.37 12.43 -0.84
H -1.23 1.51 0.46
H -1.32 -0.58 0.96
O 7.68 -11.79 1.74
C 3.65 -1.31 -3.15

---

(3)
This record from OMol25 describes the molecule C21H27N3O3S in a non-equilibrium geometry. The level of theory is ωB97M-V/def2-TZVPD.

Output
- frontier orbital gap (eV) = 8.02
- HOMO level (Eh) = -0.2650
- SMILES = COCCNC(=S)N(CCc1c(C)[nH]c2ccc(OC)cc12)Cc1ccco1
- E_tot (Ha) = -1604.580617
- relative energy (zero: lowest compared OMol25 entry of this formula, charge and spin) (kJ/mol) = 264.9

Each line ends with the Löwdin charge.
Positions of all 55 atoms, in Å:
C -3.220 -2.053 0.901  -0.102
H -4.246 -1.717 0.764  0.092
O -2.652 -1.223 1.879  -0.190
C -1.329 -1.581 2.216  -0.202
C -0.773 -0.486 3.122  -0.189
N -0.620 0.738 2.377  0.023
C 0.585 1.254 2.050  -0.759
N 0.598 2.310 1.197  -0.103
C 1.834 2.752 0.590  -0.179
H 1.793 3.837 0.465  0.121
H 2.647 2.507 1.277  0.064
C 2.099 2.077 -0.769  -0.098
C 2.334 0.610 -0.608  -0.162
C 3.441 0.022 -0.051  -0.299
N 3.261 -1.334 0.003  0.129
C 2.035 -1.651 -0.505  -0.210
C 1.409 -2.875 -0.670  -0.015
C 0.166 -2.900 -1.272  -0.044
C -0.442 -1.717 -1.713  -0.286
C 0.174 -0.490 -1.535  0.065
C 1.421 -0.442 -0.919  -0.109
H -0.315 0.398 -1.901  0.106
O -1.676 -1.680 -2.330  -0.129
C -2.213 -2.882 -2.820  -0.102
H -3.089 -2.598 -3.402  0.092
H -2.526 -3.554 -2.013  0.085
H -1.502 -3.405 -3.468  0.097
H -0.330 -3.849 -1.403  0.100
H 1.878 -3.791 -0.343  0.109
H 3.900 -1.977 0.439  0.162
C 4.689 0.634 0.474  -0.025
H 4.864 1.602 0.011  0.080
H 4.603 0.777 1.552  0.056
H 5.543 -0.013 0.281  0.080
H 1.247 2.241 -1.429  0.100
H 2.976 2.554 -1.213  0.115
C -0.612 3.051 0.882  -0.066
C -1.410 2.522 -0.269  -0.259
C -1.511 2.937 -1.565  -0.031
C -2.453 2.079 -2.186  -0.056
C -2.855 1.208 -1.224  -0.116
O -2.236 1.470 -0.062  0.024
H -3.537 0.383 -1.241  0.123
H -2.776 2.109 -3.206  0.105
H -0.985 3.752 -2.020  0.113
H -1.245 3.079 1.777  0.141
H -0.315 4.075 0.642  0.134
S 1.971 0.696 2.776  0.721
H -1.409 0.924 1.773  0.106
H 0.202 -0.775 3.520  0.052
H -1.473 -0.318 3.946  0.127
H -0.711 -1.666 1.309  0.120
H -1.316 -2.551 2.737  0.129
H -2.675 -1.970 -0.045  0.068
H -3.221 -3.103 1.221  0.093

Atoms 1-6, force components in eV/Å:
C 0.00 -0.03 -0.06
H -0.03 -0.07 -0.06
O -0.01 0.23 0.18
C 0.27 0.10 0.20
C -0.22 -0.57 0.07
N -0.23 0.30 -0.43